Entry 1
{"formula": "C5H10O2S", "method": "ωB97M-V with the def2-TZVPD basis set", "symbols": ["C", "C", "C", "C", "C", "O", "O", "S", "H", "H", "H", "H", "H", "H", "H", "H", "H", "H"], "coordinates": [[-2.78452, -0.33072, -1.12272], [0.83276, 0.99721, 0.56894], [0.52470, -0.10643, -0.05102], [0.80257, 1.25303, 2.02777], [0.72513, -0.52513, -1.52137], [-1.93078, -1.61622, 0.87095], [-2.29114, 0.81439, 1.10772], [-1.90882, -0.31011, 0.24957], [-2.88273, 0.57197, -1.75336], [-2.52407, -1.16953, -1.79194], [1.20864, 1.86584, -0.05321], [0.31671, -0.90746, 0.63921], [0.78018, 0.46784, 2.74280], [-0.02520, 1.76379, 2.38887], [1.58098, 1.92070, 2.48322], [0.94567, -1.60960, -1.72926], [1.53150, 0.01839, -2.03376], [-0.24039, -0.33801, -2.05319]], "lumo_ev": [-1.487, -1.487], "homo_ev": [-9.506, -9.507], "charge": 0, "gap_ev": [8.02, 8.02], "smiles": "C=S(=O)=O.C/C=C/C"}

---

Entry 2
{"formula": "C5H10O2S", "method": "ωB97M-V with the def2-TZVPD basis set", "symbols": ["C", "C", "C", "C", "C", "H", "H", "H", "H", "H", "H", "H", "H", "H", "H", "O", "O", "S"], "coordinates": [[0.30759, -1.40476, -2.15132], [0.89200, -1.32667, 0.10115], [0.05028, 1.35340, 0.61074], [-0.33376, 1.16726, 2.09748], [-1.12339, 1.08781, -0.28456], [-0.00021, -2.18118, -2.90081], [0.90278, -0.65882, -2.71773], [-0.62248, -0.91337, -1.76899], [-0.16730, -1.28410, 0.38895], [1.53319, -1.86901, 0.89011], [0.40893, 2.37502, 0.53177], [0.34218, 1.65640, 2.86115], [-1.38740, 1.45732, 2.30074], [-0.20676, 0.09560, 2.35436], [-1.20365, 1.85805, -1.09109], [1.02544, -2.02173, -1.09750], [-1.92791, 0.20527, -0.13549], [1.51047, 0.40353, 0.01103]], "lumo_ev": 0.641, "homo_ev": -9.149, "charge": 0, "gap_ev": 9.79, "smiles": "COCS[C@H](C)C=O"}

---

It is entry 1 that is the least stable of them.

---

Entry 1
{"formula": "C5H10O2S", "method": "ωB97M-V with the def2-TZVPD basis set", "symbols": ["C", "C", "C", "C", "C", "H", "H", "H", "H", "H", "H", "H", "H", "H", "H", "O", "O", "S"], "coordinates": [[2.86952, 0.62284, 0.14105], [1.52116, -0.26494, 0.14507], [0.39334, -0.36734, 1.19788], [0.11843, 0.28358, -0.19937], [-1.08904, -0.37123, -0.93731], [3.74447, -0.36719, -0.06833], [3.06388, 1.27211, 1.52623], [2.67216, 1.57795, -0.86996], [1.77366, -1.19929, -1.36170], [0.09249, -1.49003, 1.33284], [0.66640, 0.24933, 2.00450], [-1.16770, 2.00040, -0.46829], [-0.85281, -1.44315, -1.06928], [-1.39564, 0.14479, -1.86132], [-1.94341, -0.88577, 1.29739], [1.65145, -1.35008, -0.46585], [-0.12549, 1.65002, -0.30211], [-2.60884, -0.10476, 0.22486]], "lumo_ev": 0.460, "homo_ev": -8.858, "charge": 0, "gap_ev": 9.32}

---

Entry 2
{"formula": "C5H10O2S", "method": "ωB97M-V with the def2-TZVPD basis set", "symbols": ["C", "C", "C", "C", "C", "H", "H", "H", "H", "H", "H", "H", "H", "H", "H", "O", "O", "S"], "coordinates": [[0.34205, -0.56895, 1.73939], [0.70942, -0.44859, 0.34205], [0.85320, 0.88532, -0.50283], [-0.22789, -0.12151, -0.77225], [-1.72292, 0.16992, -0.56268], [-0.11414, -1.47391, 1.95829], [1.09467, -0.34455, 2.39500], [-0.45644, 0.25703, 1.82904], [1.33905, -2.26731, -0.47077], [1.84561, 0.85360, -1.17030], [-0.86952, 2.73791, -0.26795], [-1.84413, 0.84546, 0.35003], [-2.20424, -0.72953, 0.18740], [-2.41932, 0.52372, -1.47764], [1.22569, -0.69283, -1.99821], [1.84328, -1.26999, -0.09638], [-0.01674, -0.88149, -1.86291], [0.62238, 2.52569, 0.38071]], "lumo_ev": 0.406, "homo_ev": -8.945, "charge": 0, "gap_ev": 9.35}

---

Entry 3
{"formula": "C5H10O2S", "method": "ωB97M-V with the def2-TZVPD basis set", "symbols": ["C", "C", "C", "C", "C", "O", "O", "S", "H", "H", "H", "H", "H", "H", "H", "H", "H", "H"], "coordinates": [[1.37345, 0.51544, 2.13526], [2.25140, 1.61554, 1.59697], [-2.59592, -0.94790, -2.12865], [-1.18007, -1.16479, -1.62745], [-0.39784, 0.07027, -1.28688], [1.90605, -0.63395, 2.62527], [-0.22246, 1.07268, -1.87531], [0.20298, -0.30537, 0.47758], [3.17763, 1.34709, 1.12260], [1.76649, 2.24982, 0.89449], [2.39176, 2.28622, 2.53417], [-2.56274, 0.02373, -2.67765], [-3.23483, -0.94662, -1.24030], [-2.86115, -1.70275, -2.82146], [-1.17870, -1.77931, -0.87567], [-0.61926, -1.58681, -2.58365], [0.57329, 1.02051, 2.79556], [1.20993, -1.13381, 2.93512]], "lumo_ev": 0.487, "homo_ev": -8.823, "charge": 0, "gap_ev": 9.31, "smiles": "CCC(=O)S[C@H](C)O"}

---

Entry 4
{"formula": "C5H10O2S", "method": "ωB97M-V with the def2-TZVPD basis set", "symbols": ["C", "C", "C", "C", "C", "H", "H", "H", "H", "H", "H", "H", "H", "H", "H", "O", "O", "S"], "coordinates": [[-0.04811, 1.73445, -0.91010], [0.27301, 1.01117, 0.39184], [-0.39082, -0.55154, 1.65115], [0.50577, -0.42396, 0.36627], [-0.27743, -1.15859, -0.77805], [-0.30059, 2.85153, -0.99732], [0.99692, 1.64528, -1.45034], [-0.73701, 0.94621, -1.37993], [1.15348, 1.50702, 0.84813], [-0.01893, -0.65363, 2.78769], [-1.52571, -1.16948, 1.60813], [2.77206, -1.69939, -0.46745], [-0.02094, -2.08429, -0.64638], [0.04946, -0.86554, -1.75483], [-2.16267, -0.21966, -0.26818], [-0.78448, 0.87052, 1.26794], [-1.74027, -1.28497, -0.46886], [2.25624, -0.45513, 0.20028]], "lumo_ev": 0.587, "homo_ev": -9.503, "charge": 0, "gap_ev": 10.09, "smiles": "C[C@H]1OC[C@@]1(S)CO"}

---

It is entry 1 that is the least stable of them.

---

Entry 1
{"formula": "C30H56BBrIInN7O3S3Si", "method": "ωB97M-V with the def2-TZVPD basis set", "symbols": ["In", "N", "C", "C", "N", "C", "C", "N", "H", "H", "H", "H", "H", "H", "H", "H", "H", "H", "H", "H", "H", "C", "N", "C", "C", "N", "B", "N", "C", "C", "N", "C", "C", "S", "C", "S", "H", "H", "H", "H", "H", "H", "H", "H", "H", "H", "H", "H", "C", "C", "C", "C", "O", "Si", "S", "O", "C", "C", "C", "C", "O", "C", "C", "C", "C", "H", "H", "H", "H", "H", "H", "H", "H", "H", "H", "H", "H", "H", "H", "H", "H", "H", "H", "H", "H", "H", "H", "H", "H", "H", "H", "H", "Br", "C", "C", "C", "C", "C", "C", "I", "H", "H", "H", "H"], "coordinates": [[-1.44301, 0.04675, -0.82820], [0.32684, -1.19075, -1.82397], [-0.17890, -2.51087, -2.22993], [-1.22957, -2.36226, -3.32353], [-2.05747, -1.17630, -3.06185], [-3.50852, -1.32787, -3.16643], [-4.08382, -1.58814, -1.78691], [-3.76330, -0.43353, -0.93082], [0.98813, -1.26478, -1.05733], [0.79729, -0.70671, -2.58662], [0.62123, -3.17788, -2.56059], [-0.63589, -2.95359, -1.34432], [-0.75790, -2.27319, -4.30567], [-1.85179, -3.25809, -3.34590], [-1.76190, -0.43757, -3.68661], [-3.91656, -0.38790, -3.54559], [-3.79716, -2.11833, -3.86358], [-5.15979, -1.75994, -1.85049], [-3.62594, -2.47500, -1.34190], [-4.27744, 0.38919, -1.23693], [-4.02070, -0.62060, 0.03437], [0.74601, 4.20159, -2.30570], [-0.64219, 4.29314, -1.87416], [-1.23121, 5.39698, -1.29743], [-2.53199, 5.08516, -1.10948], [-2.73920, 3.80463, -1.56978], [-4.12033, 3.10208, -1.54881], [-4.40708, 2.51399, -0.10482], [-5.70798, 2.31902, 0.31244], [-5.68072, 1.69409, 1.51048], [-4.35266, 1.51079, 1.82505], [-3.84475, 0.91006, 3.04959], [-3.58393, 2.01811, 0.83214], [-1.85364, 1.98684, 0.87856], [-1.57207, 3.33180, -2.02344], [-1.24628, 1.78176, -2.71547], [1.23018, 5.15014, -2.09079], [0.79555, 4.00161, -3.37365], [1.25570, 3.40327, -1.77220], [-0.67682, 6.29474, -1.08743], [-3.33391, 5.66715, -0.69039], [-4.97206, 3.92622, -1.75426], [-4.14181, 2.20014, -2.35142], [-6.54026, 2.65661, -0.28035], [-6.47321, 1.38794, 2.17103], [-4.66182, 0.38195, 3.53453], [-3.46610, 1.68279, 3.71468], [-3.04005, 0.21986, 2.80577], [2.72897, 1.03026, -0.74411], [2.16181, 1.01652, 0.66824], [3.21981, 0.56569, 1.66404], [1.60826, 2.38188, 1.04390], [1.05156, 0.07251, 0.63491], [0.42866, -0.85754, 1.86469], [-1.33640, -1.65985, 1.00063], [1.44937, -2.01382, 2.37167], [1.90758, -3.31482, 1.97168], [2.07030, -3.37273, 0.45861], [0.89569, -4.34822, 2.44513], [3.24827, -3.51446, 2.66147], [0.25159, 0.14618, 3.12768], [0.20813, -0.08540, 4.55261], [-0.67765, -1.28720, 4.85665], [1.62438, -0.31400, 5.06313], [-0.36554, 1.18683, 5.15389], [3.48897, 1.80764, -0.84610], [1.93616, 1.22928, -1.46985], [3.19631, 0.07200, -0.98979], [4.06106, 1.26017, 1.63795], [3.58898, -0.43011, 1.41579], [2.82409, 0.54541, 2.68113], [2.41549, 3.11518, 1.09731], [1.10897, 2.33435, 2.01198], [0.88118, 2.71905, 0.30082], [1.09145, -3.33365, -0.02182], [2.55706, -4.30364, 0.16251], [2.68610, -2.53959, 0.10860], [-0.08844, -4.13816, 2.02383], [0.82221, -4.33413, 3.53382], [1.20190, -5.34960, 2.13533], [3.96811, -2.76622, 2.32510], [3.64779, -4.50611, 2.44179], [3.13158, -3.41990, 3.74177], [-0.24841, -2.20078, 4.43842], [-1.67332, -1.14968, 4.43133], [-0.77713, -1.42101, 5.93483], [2.07703, -1.17444, 4.57172], [1.60852, -0.49376, 6.13998], [2.24170, 0.56706, 4.87601], [-1.33579, 1.40605, 4.71174], [0.29641, 2.03075, 4.95385], [-0.48090, 1.08392, 6.23408], [4.93675, 2.13169, -4.96882], [4.75824, 0.28913, -4.61062], [5.91957, -0.45272, -4.43081], [5.84500, -1.80659, -4.15128], [4.60905, -2.42870, -4.05098], [3.45035, -1.69209, -4.23270], [3.51896, -0.33148, -4.51466], [1.72595, 0.71308, -4.72416], [6.87847, 0.04038, -4.51161], [6.75599, -2.37415, -4.01528], [4.54401, -3.48770, -3.83848], [2.48462, -2.17787, -4.16955]], "lumo_ev": -1.953, "homo_ev": -10.379, "charge": 1, "gap_ev": 8.43}

---

Entry 2
{"formula": "C30H56BBrIInN7O3S3Si", "method": "ωB97M-V with the def2-TZVPD basis set", "symbols": ["In", "N", "C", "C", "N", "C", "C", "N", "H", "H", "H", "H", "H", "H", "H", "H", "H", "H", "H", "H", "H", "C", "N", "C", "C", "N", "B", "N", "C", "C", "N", "C", "C", "S", "C", "S", "H", "H", "H", "H", "H", "H", "H", "H", "H", "H", "H", "H", "C", "C", "C", "C", "O", "Si", "S", "O", "C", "C", "C", "C", "O", "C", "C", "C", "C", "H", "H", "H", "H", "H", "H", "H", "H", "H", "H", "H", "H", "H", "H", "H", "H", "H", "H", "H", "H", "H", "H", "H", "H", "H", "H", "H", "Br", "C", "C", "C", "C", "C", "C", "I", "H", "H", "H", "H"], "coordinates": [[1.02924, -1.21082, 0.05362], [1.85083, 0.81551, -0.93593], [3.17082, 1.09856, -0.35896], [4.16683, 0.02076, -0.77164], [3.50571, -1.28856, -0.77026], [4.21129, -2.40401, -0.14638], [3.73684, -2.55368, 1.28818], [2.29641, -2.84031, 1.26891], [1.15824, 1.49770, -0.63977], [1.86839, 0.81390, -1.95578], [3.54570, 2.08787, -0.63760], [3.04543, 1.08065, 0.72511], [4.56956, 0.22787, -1.76768], [5.00700, 0.02109, -0.07584], [3.29460, -1.53230, -1.72989], [3.95379, -3.31158, -0.69787], [5.29790, -2.28728, -0.18703], [4.30154, -3.33910, 1.79620], [3.88478, -1.61975, 1.83641], [2.12321, -3.77054, 0.89422], [1.91365, -2.80670, 2.20962], [-1.51937, -2.08386, -4.04862], [-1.38283, -3.17207, -3.09694], [-2.28655, -4.18964, -2.90466], [-1.74594, -5.01854, -1.98224], [-0.52359, -4.51459, -1.61275], [0.43909, -5.21948, -0.61982], [0.02096, -4.88781, 0.87203], [0.38159, -5.73700, 1.89230], [0.00912, -5.17524, 3.06718], [-0.57916, -3.97207, 2.75723], [-1.15868, -3.03697, 3.70833], [-0.56234, -3.80930, 1.41288], [-1.22007, -2.41242, 0.63743], [-0.31965, -3.38672, -2.30278], [1.05794, -2.35153, -2.24578], [-2.45846, -2.21353, -4.57917], [-0.69406, -2.10008, -4.75820], [-1.52149, -1.12700, -3.53055], [-3.21602, -4.23308, -3.43956], [-2.13059, -5.92413, -1.55327], [0.31066, -6.40539, -0.75433], [1.57099, -4.84560, -0.79692], [0.85513, -6.67946, 1.68975], [0.08812, -5.52932, 4.07780], [-0.82809, -3.31688, 4.70564], [-2.24543, -3.07983, 3.66156], [-0.83146, -2.02428, 3.47170], [-1.06628, 1.27302, -2.31746], [-1.83339, 1.06153, -1.01823], [-2.65378, 2.29597, -0.67654], [-2.71340, -0.17770, -1.09800], [-0.81185, 0.81716, -0.01932], [-0.82577, 1.07579, 1.61912], [0.96418, 0.09123, 2.18440], [-0.83811, 2.64181, 2.04069], [0.04887, 3.76352, 2.11294], [0.99502, 3.76077, 0.91895], [0.82893, 3.68146, 3.41798], [-0.84285, 4.99727, 2.08771], [-2.20631, 0.43759, 2.17973], [-2.94393, 0.62646, 3.40276], [-1.98239, 0.62819, 4.58422], [-3.71707, 1.93750, 3.33022], [-3.90375, -0.55221, 3.47962], [-1.75238, 1.31231, -3.16433], [-0.36395, 0.44996, -2.47854], [-0.50472, 2.21002, -2.29448], [-3.37751, 2.48125, -1.47124], [-2.01464, 3.17336, -0.58239], [-3.19682, 2.16052, 0.25655], [-3.51190, -0.02819, -1.82591], [-3.15596, -0.38734, -0.12524], [-2.12452, -1.04730, -1.39946], [1.70999, 2.94476, 1.01383], [1.55182, 4.69666, 0.87447], [0.43423, 3.65140, -0.01232], [1.37116, 2.73756, 3.47796], [0.15279, 3.75209, 4.26969], [1.54538, 4.50081, 3.48090], [-1.40627, 5.04330, 1.15550], [-0.24389, 5.90278, 2.17907], [-1.54943, 4.96510, 2.91609], [-1.31546, 1.48938, 4.53602], [-1.37491, -0.27761, 4.58360], [-2.53518, 0.67548, 5.52213], [-3.03958, 2.77258, 3.16645], [-4.25788, 2.10302, 4.26238], [-4.44391, 1.90600, 2.51817], [-3.35217, -1.48847, 3.40868], [-4.61498, -0.51501, 2.65483], [-4.45883, -0.53566, 4.41720], [0.32726, 2.00055, -7.25814], [1.21788, 3.03860, -5.95877], [1.15388, 4.42190, -6.07180], [1.78355, 5.22678, -5.13799], [2.48222, 4.65431, -4.08585], [2.54945, 3.27555, -3.97290], [1.91887, 2.46327, -4.90822], [2.03385, 0.39379, -4.65076], [0.60836, 4.85907, -6.89547], [1.72877, 6.30142, -5.23755], [2.98107, 5.27706, -3.35632], [3.10457, 2.82606, -3.16046]], "lumo_ev": -1.924, "homo_ev": -10.339, "charge": 1, "gap_ev": 8.42}

---

It is entry 2 that is the least stable of them.